DFT (the ωB97M-V functional and the def2-TZVPD basis) results for a structure of composition C10H15B2F7N4O5Re.

XYZ file:
```
44
Properties=species:S:1:pos:R:3
Re -0.0125 -0.5497 0.0119
C -3.7238 0.7232 1.7312
C -2.3498 0.3095 1.4039
N -1.9320 0.0260 0.2055
O -2.7466 0.2434 -0.8431
B -2.4705 -0.5487 -2.0432
F -3.2821 -0.2702 -3.0316
F -2.0949 -1.8235 -1.7647
O -0.9086 0.0535 -2.7164
N 0.1046 -0.0093 -1.9677
C 1.3309 0.3344 -2.4400
C 1.5243 0.7380 -3.8490
C 2.3581 0.3370 -1.4612
N 1.9543 -0.0106 -0.2137
O 2.7717 0.0419 0.7450
B 2.1823 -0.5514 2.3344
F 1.8564 -1.8198 1.9723
F 3.2156 -0.2930 3.0953
O 1.0096 0.2587 2.6803
N -0.0886 0.0370 1.9357
C -1.2596 0.3141 2.4275
C -1.4900 0.7416 3.8165
C 3.7562 0.7515 -1.6840
H -4.3646 0.6910 0.8561
H -3.7079 1.7403 2.1348
H -4.1257 0.0735 2.5132
H 0.6357 0.5400 -4.4401
H 2.3787 0.2131 -4.2792
H 1.7429 1.8102 -3.8907
H -0.6299 0.5190 4.4412
H -2.3883 0.2708 4.2167
H -1.6547 1.8257 3.8258
H 3.9680 0.9206 -2.7346
H 4.4403 0.0024 -1.2795
H 3.9421 1.6746 -1.1236
F 1.2041 2.3385 0.3257
C -0.0007 1.8384 -0.0022
F -0.8713 2.3903 0.8698
F -0.3182 2.3515 -1.2027
C 0.0099 -3.7561 -0.1205
O 0.0067 -2.3002 -0.0370
H -1.0286 -4.0658 -0.0433
H 0.6192 -4.0995 0.7111
H 0.4372 -4.0119 -1.0860
```

The value obtained for the calculated total energy is -1811.83410 a.u. As for the multiplicity: 2. The HOMO energy (alpha / beta) comes out at -17.36 / -17.59 eV. The LUMO energy (alpha / beta) comes out at -0.368 / -0.385 Ha. Its expectation value of S² is 0.882. The net charge is +2. As for the molar mass: 612.070 g mol⁻¹. The orbital gap (alpha / beta) comes out at 7.355 / 7.113 eV.


DFT (the ωB97M-V functional and the def2-TZVPD basis) results for a structure of composition C10H15BBrN2O4 at a distorted geometry.

XYZ file:
```
33
Properties=species:S:1:pos:R:3
C 3.5717 -1.5317 -0.0415
N 2.8302 -0.2140 0.0379
C 2.6874 0.1332 1.5032
B 1.4556 -0.3420 -0.6509
O 0.9751 -1.7480 -0.8428
N 0.6870 0.9055 -1.0436
C -0.0478 0.7612 -2.3570
O -1.4842 1.0796 -2.3020
C -2.1341 0.5283 -1.1022
C -2.2174 1.3929 0.3275
C -2.9360 0.7256 1.6434
C -3.6015 -0.7749 1.6118
C -3.5902 -1.6458 0.2181
C -2.8488 -0.9694 -1.1079
C 1.5208 2.1644 -0.9658
O 2.5848 2.2740 -1.7646
O 1.2409 3.2665 -0.0225
H 3.0647 -2.3216 0.6650
H 3.7433 -1.9047 -1.1425
H 4.6602 -1.3493 0.4114
H 1.7358 0.7733 1.7358
H 3.6255 0.7785 1.8470
H 2.6903 -0.8172 2.2220
H 0.3319 -1.9690 -0.1027
H 0.4378 1.5496 -3.1095
H 0.1519 -0.3044 -2.8572
H -1.6974 2.4535 0.2882
H -2.9608 1.3776 2.6287
H -4.0783 -1.1800 2.6082
H -4.1007 -2.7176 0.1828
H -2.8639 -1.6307 -2.0906
H 0.2667 3.5029 0.0002
Br -3.7007 -2.2461 3.5720
```

The value obtained for the calculated total energy is -3399.06834 a.u. The HOMO energy comes out at -3.27 eV. The LUMO energy comes out at 0.095 Ha. The net charge is -1. As for the molar mass: 317.956 g mol⁻¹. The orbital gap comes out at 5.857 eV.


DFT (the ωB97M-V functional and the def2-TZVPD basis) results for an isolated molecule of C10H15BN2O at a distorted geometry.

XYZ file:
```
29
Properties=species:S:1:pos:R:3
B 0.2699 -1.3312 2.2016
C 1.9826 1.2380 1.1817
C -0.7160 -0.3700 -2.4107
C 0.2212 0.4352 -2.8255
C -1.4645 -0.2377 -1.1496
C 0.5076 1.7970 -2.0512
C -1.1619 0.5887 1.1113
C 1.2472 0.7319 0.1363
C -1.0809 1.0561 -0.3021
C 0.2489 1.6301 -0.5288
C 1.5988 -2.2261 1.9899
N 2.6188 1.6725 2.0327
N -0.0482 -0.2995 1.3271
O -0.5869 -1.7523 3.2022
H -1.1065 -1.1897 -2.9736
H 0.7446 0.3316 -3.8017
H -2.5465 -0.3462 -1.1710
H -1.0477 -1.0821 -0.6236
H 1.5134 2.0156 -2.5186
H -0.2023 2.5943 -2.3763
H -0.8559 1.3645 1.8211
H -2.0958 0.2185 1.3751
H 1.7128 -0.0018 -0.5291
H -1.8599 1.7445 -0.6546
H 0.3594 2.5559 -0.0878
H 1.7429 -3.2359 2.5070
H 2.2980 -1.4956 2.4437
H 1.9620 -2.3833 0.8913
H -0.2612 -2.5033 3.7831
```

The value obtained for the calculated total energy is -599.59394 a.u. The HOMO energy comes out at -9.00 eV. Its energy relative to the best compared isomer or geometry (same formula, charge and spin) is 213.7 kJ/mol. The LUMO energy comes out at -0.007 Ha. As for the molar mass: 190.055 g mol⁻¹. The orbital gap comes out at 8.817 eV.


DFT (the ωB97M-V functional and the def2-TZVPD basis) results for a cluster of 2 separate species, C10H15BN3O4 in total at a distorted geometry.

XYZ file:
```
33
Properties=species:S:1:pos:R:3
N -0.4523 0.2128 -4.1313
C 0.5656 -0.5104 -3.7515
N 1.8314 -0.2428 -4.0554
C 2.5816 -0.1289 -2.7310
C 1.6389 0.0350 -1.5467
B 2.4369 0.0770 -0.1395
O 3.7239 0.5500 -0.1060
O 1.7757 -0.3510 0.9746
C 0.7818 -1.2441 -1.5308
N 0.3430 -1.6054 -2.9349
H -1.2752 0.2183 -3.5419
H -0.4422 0.7887 -4.9620
H 1.9069 0.6577 -4.5208
H 3.3756 0.6053 -2.7835
H 3.0878 -1.0867 -2.6015
H 1.0329 0.9500 -1.5647
H 3.7439 1.5140 -0.0144
H 1.0074 0.2128 1.1508
H 1.4583 -2.0399 -1.2266
H -0.0402 -1.2103 -0.8255
H 0.9276 -2.3571 -3.2851
C -1.7958 -0.5391 4.4884
C -1.2319 -0.1381 3.3531
C -1.8947 0.8385 2.4656
O -1.3706 1.1978 1.4232
C -3.2133 1.3636 2.8820
C -3.7843 0.9679 4.0171
C -3.1203 -0.0154 4.9118
O -3.6361 -0.3752 5.9438
H -1.3253 -1.2547 5.1503
H -0.2671 -0.5060 3.0246
H -3.6799 2.0790 2.2170
H -4.7484 1.3385 4.3406
```

The value obtained for the calculated total energy is -879.93787 a.u. The HOMO energy comes out at -12.49 eV. The LUMO energy comes out at -0.139 Ha. The net charge is +1. As for the molar mass: 252.059 g mol⁻¹. The orbital gap comes out at 8.721 eV.


DFT (the ωB97M-V functional and the def2-TZVPD basis) results for a cluster of 2 separate species, C10H15BrFN2O5 in total at a distorted geometry.

XYZ file:
```
34
Properties=species:S:1:pos:R:3
C 2.3370 -1.6738 -0.0798
C 2.6478 -0.1717 -0.1034
C 2.0899 0.6121 -1.2845
C 0.6641 0.3336 -1.7594
N -0.3923 1.1647 -1.1169
C -1.1011 0.6734 0.0323
C -1.7721 -0.6779 -0.1697
O -2.9261 -0.7477 -0.4970
N -0.9708 -1.8671 0.0189
C -1.5885 -2.9280 0.6501
O -1.5122 -4.0814 0.3774
F -2.2703 -2.4913 1.7302
O -0.2750 0.7834 1.1866
C -0.1356 2.1556 1.3143
O 0.8005 2.7085 1.7831
O -1.2612 2.7682 0.8648
C -2.1712 1.7164 0.4484
C -2.9710 1.2850 1.6881
H 3.2397 -2.2179 0.2018
H 2.0254 -2.0587 -1.0546
H 1.5743 -1.9116 0.6660
H 2.3841 0.2891 0.8508
H 3.7479 -0.0952 -0.2004
H 2.7568 0.4724 -2.1394
H 2.1114 1.6776 -1.0358
H 0.4229 -0.7336 -1.7318
H 0.6203 0.6084 -2.8158
H -1.0675 1.4208 -1.8258
H -0.5263 -2.2002 -0.8309
H -2.8425 2.0283 -0.3459
H -2.6637 1.8801 2.5458
H -2.8103 0.2398 1.9478
H -4.0413 1.4194 1.5424
Br 5.8770 -0.3807 -0.8577
```

The value obtained for the calculated total energy is -3549.74671 a.u. The HOMO energy comes out at -3.74 eV. The LUMO energy comes out at 0.072 Ha. The net charge is -1. As for the molar mass: 342.141 g mol⁻¹. The orbital gap comes out at 5.696 eV.


DFT (the ωB97M-V functional and the def2-TZVPD basis) results for a cluster of 2 separate species, C10H15ClNOS in total at a distorted geometry.

XYZ file:
```
29
Properties=species:S:1:pos:R:3
C -4.8752 1.7165 -0.1841
C -4.5366 1.2494 1.0834
C -4.0431 1.4584 -1.2697
C -3.3818 0.5231 1.2648
C -2.8792 0.7348 -1.1057
C -2.5416 0.2558 0.1694
C 3.3974 0.2729 1.0613
C 3.1199 -0.0580 -0.3984
C 1.6171 -0.1730 -0.7285
C 1.0748 -1.4716 -0.1758
N -1.3774 -0.4646 0.3736
O -0.9408 -1.3884 -1.9774
S -0.7212 -1.6705 -0.6019
Cl -1.7151 -4.0477 0.6656
H -5.7878 2.2752 -0.3228
H -5.1832 1.4522 1.9227
H -4.3102 1.8235 -2.2489
H -3.1120 0.1583 2.2444
H -2.2382 0.5278 -1.9474
H 3.1699 -0.5587 1.7228
H 4.4547 0.5071 1.1834
H 2.8242 1.1434 1.3833
H 3.6278 -0.9816 -0.6757
H 3.5236 0.7375 -1.0257
H 1.0893 0.6828 -0.3011
H 1.4890 -0.1566 -1.8139
H 1.1265 -1.5415 0.9072
H 1.5658 -2.3362 -0.6240
H -1.2298 -0.6958 1.3540
```

The value obtained for the calculated total energy is -1378.05587 a.u. The HOMO energy (alpha / beta) comes out at -13.33 / -13.17 eV. Its energy relative to the best compared isomer or geometry (same formula, charge and spin) is 338.4 kJ/mol. The LUMO energy (alpha / beta) comes out at -0.243 / -0.271 Ha. The net charge is +1. As for the molar mass: 232.756 g mol⁻¹. The orbital gap (alpha / beta) comes out at 6.722 / 5.805 eV.


DFT (the ωB97M-V functional and the def2-TZVPD basis) results for a cluster of 2 separate species, C10H15ClSSi in total at a distorted geometry.

XYZ file:
```
28
Properties=species:S:1:pos:R:3
C -3.5800 -2.4037 1.2237
C -2.3425 -2.2451 1.9296
C -3.8284 -1.5091 0.2361
C -1.6522 -1.0763 1.9804
C -3.1359 -0.2924 0.2512
C -2.1130 -0.0583 1.1606
C 2.5365 -0.1374 0.6891
C 2.0034 2.9111 -0.4509
C 2.9297 0.4999 -2.3656
C 0.2294 0.5247 -1.0156
Si 1.9967 1.0406 -0.7009
S -1.1357 1.4084 1.2750
Cl -0.2808 -1.0762 -1.1130
H -3.9313 -3.4475 1.1424
H -2.0733 -3.0379 2.6464
H -4.6597 -1.5075 -0.4315
H -0.6620 -1.0847 2.2888
H -3.2821 0.4478 -0.4885
H 2.9499 -1.0614 0.2332
H 3.4209 0.3445 1.1556
H 1.8540 -0.1907 1.4965
H 1.3374 3.1266 0.3832
H 3.0096 3.1483 -0.0846
H 1.7969 3.4221 -1.4568
H 3.0023 -0.5617 -2.2613
H 2.1820 0.7223 -3.1226
H 3.7964 0.8944 -2.8418
H -0.3683 1.1990 -1.7588
```

The value obtained for the calculated total energy is -1537.81471 a.u. The HOMO energy (alpha / beta) comes out at -8.12 / -8.12 eV. Its energy relative to the best compared isomer or geometry (same formula, charge and spin) is 275.1 kJ/mol. The LUMO energy (alpha / beta) comes out at -0.050 / -0.051 Ha. As for the molar mass: 230.836 g mol⁻¹. The orbital gap (alpha / beta) comes out at 6.768 / 6.736 eV.